Entry from OMol25: a molecular structure, C18H41N2OP3SYb in a non-equilibrium geometry (wB97M-V/def2-TZVPD).

Geometry (Å):
Yb: 0.27 0.36 0.51
P: -1.62 2.24 1.31
P: -2.18 -1.36 1.88
P: 2.08 2.32 -0.01
H: -0.99 -4.46 -1.01
C: 0.05 -4.25 -1.31
C: 1.11 -4.28 -0.46
H: 1.03 -4.55 0.62
C: -2.71 2.29 -0.16
C: -2.80 2.25 2.71
C: -0.91 3.93 1.35
C: -1.75 -3.13 2.04
C: -2.75 -1.17 3.62
C: -3.81 -1.54 1.08
C: 3.28 0.98 -0.41
C: 3.08 3.73 0.54
C: 1.50 2.88 -1.65
H: 0.22 -3.96 -2.37
H: 2.09 -3.85 -0.78
H: -3.38 3.16 -0.10
H: -3.28 1.35 -0.22
H: -2.10 2.33 -1.08
H: -3.25 3.25 2.82
H: -2.27 1.99 3.64
H: -3.58 1.49 2.57
H: -1.73 4.64 1.54
H: -0.39 4.17 0.41
H: -0.16 4.02 2.15
H: -2.64 -3.75 1.85
H: -1.37 -3.33 3.06
H: -0.97 -3.40 1.31
H: -3.70 -1.73 3.72
H: -2.91 -0.12 3.91
H: -2.00 -1.57 4.31
H: -4.39 -2.26 1.68
H: -3.64 -1.92 0.07
H: -4.33 -0.57 1.03
H: 3.71 1.03 -1.43
H: 2.82 -0.03 -0.30
H: 4.12 1.01 0.32
H: 3.56 4.20 -0.33
H: 3.83 3.38 1.27
H: 2.42 4.44 1.06
H: 2.35 3.11 -2.30
H: 0.85 3.75 -1.49
H: 0.82 2.15 -2.12
C: 1.48 -1.14 -4.41
C: 0.97 -0.49 -5.54
C: 1.27 -0.94 -6.83
C: 2.02 -2.12 -6.98
C: 2.48 -2.82 -5.86
C: 2.17 -2.36 -4.59
S: 1.48 -0.47 -2.77
H: 0.55 -1.26 -2.15
H: 0.29 0.37 -5.41
H: 0.88 -0.40 -7.71
H: 2.19 -2.50 -7.97
H: 3.04 -3.74 -6.00
H: 2.46 -2.87 -3.70
N: 0.72 -0.94 4.69
C: 0.57 0.12 3.87
N: 0.26 1.29 4.51
O: 0.64 0.04 2.61
H: 0.96 -0.71 5.64
H: 1.13 -1.82 4.32
H: 0.26 2.14 3.97
H: 0.58 1.40 5.46

Results
**LUMO (spin up / spin down)**: -9.78 / -11.46 eV
**Total charge**: +3
**Frontier orbital gap (spin up / spin down)**: 6.13 / 4.44 eV
**2S+1**: 2
**DFT total energy**: -94565.1920 eV
**M**: 599.57 g mol⁻¹
**HOMO energy (spin up / spin down)**: -15.90 / -15.90 eV

Atomic partial charges in e from the Löwdin method, atoms 1 to 2:
1. Yb 1.457
2. P 0.669